(1)
Formula: C3H6N4O
Source: the Open Molecules 2025 dataset
Level of theory: the ωB97M-V functional and the def2-TZVPD basis

For the gap between HOMO and LUMO, the calculation gives 0.33574 Ha. The calculation puts the energy above the lowest of the compared OMol25 structures with the same formula, charge and spin at 896.2 kJ/mol. As for the spin multiplicity: 1.

CARTESIAN COORDINATES (ANGSTROEM)
C (-0.26775, -0.04658, -0.25478)
C (0.20002, 1.25291, -0.23072)
C (1.62803, 1.16373, 0.07443)
H (-2.33730, -0.51211, 1.57365)
H (-3.76238, -0.87774, 0.41368)
H (-1.45661, -1.47162, -0.66978)
H (-0.35857, 2.26875, -0.70921)
H (2.27889, 2.04223, 0.26697)
H (2.72893, -1.67802, -0.60824)
N (-2.61802, -0.00285, 0.39534)
N (-1.58030, -0.38418, -0.63036)
N (1.74114, -0.18486, 0.42787)
N (0.73762, -0.88149, -0.00318)
O (3.06631, -0.68815, -0.04568)



(2)
Formula: C3H6N4O
Source: the Open Molecules 2025 dataset
Level of theory: the ωB97M-V functional and the def2-TZVPD basis

For the gap between HOMO and LUMO, the calculation gives 0.33766 Ha. The calculation puts the energy above the lowest of the compared OMol25 structures with the same formula, charge and spin at 110.2 kJ/mol. As for the SMILES: [H]/N=C(N)\N=C\NC=O. As for the spin multiplicity: 1.

CARTESIAN COORDINATES (ANGSTROEM)
C (0.33754, -1.58417, 1.18791)
C (-0.18763, 0.11433, -0.34415)
C (-0.84926, 2.01447, -1.55865)
H (2.17705, -1.56568, 1.96068)
H (1.16672, -2.79418, 2.52429)
H (-1.15849, -2.20745, 0.13950)
H (-1.12664, -0.30121, -0.68630)
H (1.10664, 1.67442, -0.76167)
H (-1.78589, 1.46149, -1.33843)
N (1.24834, -1.80280, 2.30120)
N (-0.66330, -2.40684, 1.06692)
N (0.64663, -0.47826, 0.47583)
N (0.18893, 1.26706, -0.96429)
O (-0.76594, 3.05135, -2.21329)



(3)
Formula: C3H6N4O
Source: the Open Molecules 2025 dataset
Level of theory: the ωB97M-V functional and the def2-TZVPD basis

For the gap between HOMO and LUMO, the calculation gives 0.34191 Ha. The calculation puts the energy above the lowest of the compared OMol25 structures with the same formula, charge and spin at 555.0 kJ/mol. As for the spin multiplicity: 1.

CARTESIAN COORDINATES (ANGSTROEM)
C (0.17477, -1.89820, -0.05301)
C (0.62153, 1.59754, 0.23203)
C (0.48499, -0.14493, 1.53325)
H (0.36239, -2.56501, 0.83753)
H (-1.09004, -2.20235, -0.42267)
H (0.98135, -1.96636, -0.94926)
H (-1.78186, 1.42844, -1.13639)
H (-0.39860, 1.33525, -2.30114)
H (0.30662, 2.78333, -0.13102)
N (-0.02514, -0.45252, 0.25581)
N (0.13201, 0.69092, -0.57041)
N (-0.98276, 0.80617, -1.44647)
N (0.99144, 1.16787, 1.50528)
O (0.22330, -0.58016, 2.64646)



(4)
Formula: C3H6N4O
Source: the Open Molecules 2025 dataset
Level of theory: the ωB97M-V functional and the def2-TZVPD basis

For the gap between HOMO and LUMO, the calculation gives 0.34542 Ha. The calculation puts the energy above the lowest of the compared OMol25 structures with the same formula, charge and spin at 228.5 kJ/mol. As for the SMILES: [H]/N=C/N(N)/C=N/C=O. As for the spin multiplicity: 1.

CARTESIAN COORDINATES (ANGSTROEM)
C (-1.14585, -0.56692, -1.11083)
C (0.26618, 0.60783, 0.21960)
C (1.42497, 2.03689, 1.34023)
H (-0.14580, -2.56433, -0.20245)
H (0.73657, -1.82395, 1.04252)
H (-1.68478, 0.41801, -1.13107)
H (-2.30428, -1.38739, -2.21727)
H (-0.32499, 1.47560, -0.11712)
H (2.33851, 2.21633, 1.90183)
N (0.56558, -1.78554, 0.04608)
N (-0.10197, -0.60645, -0.23986)
N (-1.53902, -1.63913, -1.64943)
N (1.22422, 0.66687, 1.10859)
O (0.69065, 2.95219, 1.00916)



(5)
Formula: C3H6N4O
Source: the Open Molecules 2025 dataset
Level of theory: the ωB97M-V functional and the def2-TZVPD basis

For the gap between HOMO and LUMO, the calculation gives 0.32575 Ha. The calculation puts the energy above the lowest of the compared OMol25 structures with the same formula, charge and spin at 563.9 kJ/mol. As for the SMILES: N=C=C(N)/C=N\NO. As for the spin multiplicity: 1.

CARTESIAN COORDINATES (ANGSTROEM)
C (-0.40621, 0.93392, 0.43237)
C (0.01175, 0.36317, -0.90819)
C (-0.92839, -0.27345, -1.51545)
N (-0.02794, 0.49815, 1.53906)
N (0.74744, -0.52126, 1.75723)
N (1.28013, 0.55338, -1.49629)
N (-1.73698, -1.13397, -1.84308)
O (0.70246, -0.98844, 3.10334)
H (-1.13018, 1.72183, 0.64339)
H (1.46268, 1.50770, -1.97307)
H (1.50049, -0.24879, -2.09389)
H (0.88590, -1.40055, 1.28039)
H (-2.56536, -0.79160, -2.35342)
H (0.20421, -0.22007, 3.42761)



(6)
Formula: C3H6N4O
Source: the Open Molecules 2025 dataset
Level of theory: the ωB97M-V functional and the def2-TZVPD basis

For the gap between HOMO and LUMO, the calculation gives 0.32038 Ha. The calculation puts the energy above the lowest of the compared OMol25 structures with the same formula, charge and spin at 812.8 kJ/mol. As for the SMILES: C/N=N/N=O.C#CN. As for the spin multiplicity: 1.

CARTESIAN COORDINATES (ANGSTROEM)
C (0.25531, 0.90881, -1.70591)
C (-0.79577, 0.43483, -1.45259)
C (1.16257, -0.70764, 1.38997)
N (3.24499, -0.47141, -1.34070)
N (2.08895, -1.24014, 0.46174)
N (2.37228, -0.58155, -0.53808)
N (-2.09022, 0.10826, -1.29351)
O (3.37733, -0.44914, -2.55058)
H (0.93860, 1.59486, -2.14334)
H (1.55426, -0.18640, 2.29785)
H (0.49055, 0.01536, 1.02679)
H (0.47744, -1.50931, 1.69153)
H (-2.38219, 0.11812, -0.38241)
H (-2.32403, -0.85804, -1.54047)



(7)
Formula: C3H6N4O
Source: the Open Molecules 2025 dataset
Level of theory: the ωB97M-V functional and the def2-TZVPD basis

For the gap between HOMO and LUMO, the calculation gives 0.33490 Ha. The calculation puts the energy above the lowest of the compared OMol25 structures with the same formula, charge and spin at 469.5 kJ/mol. As for the SMILES: [H]/N=C(\C=N/N)NC=O. As for the spin multiplicity: 1.

CARTESIAN COORDINATES (ANGSTROEM)
C (0.02724, -0.55599, -1.12882)
C (-0.97848, -0.52276, 0.06865)
C (0.01242, 1.56825, 0.60969)
H (1.50736, 0.28781, 0.90786)
H (2.94768, -0.51667, -0.12222)
H (-0.62191, -1.15766, -1.92173)
H (-1.99966, -2.20191, -0.69769)
H (-1.76474, 0.46634, 1.62983)
H (0.36895, 1.53575, -0.40394)
N (1.97246, -0.19672, -0.04392)
N (1.30836, -0.34941, -1.20859)
N (-2.03742, -1.38452, 0.07396)
N (-1.08986, 0.53911, 0.96877)
O (0.34762, 2.48839, 1.26815)



(8)
Formula: C3H6N4O
Source: the Open Molecules 2025 dataset
Level of theory: the ωB97M-V functional and the def2-TZVPD basis

For the gap between HOMO and LUMO, the calculation gives 0.30521 Ha. The calculation puts the energy above the lowest of the compared OMol25 structures with the same formula, charge and spin at 714.6 kJ/mol. As for the spin multiplicity: 1.

CARTESIAN COORDINATES (ANGSTROEM)
C (2.29608, -0.36195, 0.08077)
C (0.81655, -0.37170, -0.18441)
C (-1.16664, 0.50384, -0.12738)
H (2.72961, 0.71709, -0.36785)
H (2.83520, -1.22062, -0.41322)
H (2.23900, -0.06971, 1.32397)
H (-2.93836, -1.19899, 0.53638)
H (-2.10709, 1.90313, -0.00434)
H (0.83525, 1.84715, -0.31444)
N (0.07946, -1.36999, 0.10115)
N (-1.11576, -0.78157, 0.06946)
N (-2.40076, 0.98275, 0.28364)
N (0.15957, 0.89823, -0.54975)
O (-2.26211, -1.47765, -0.43399)



(9)
Formula: C3H6N4O
Source: the Open Molecules 2025 dataset
Level of theory: the ωB97M-V functional and the def2-TZVPD basis

For the gap between HOMO and LUMO, the calculation gives 0.31480 Ha. The calculation puts the energy above the lowest of the compared OMol25 structures with the same formula, charge and spin at 301.8 kJ/mol. As for the SMILES: Nc1cc(N)n(O)n1. As for the spin multiplicity: 1.

CARTESIAN COORDINATES (ANGSTROEM)
C (0.04511, 0.78064, 1.10450)
C (0.20066, 1.02371, -0.28742)
C (0.14074, -0.12375, -0.95048)
H (0.83386, 2.15460, 2.27618)
H (-0.11259, 0.93460, 3.03779)
H (0.08791, 1.93961, -0.80824)
H (0.07752, -1.45923, -2.33384)
H (-0.14861, 0.14828, -2.91953)
H (-1.12486, -2.53490, -0.07201)
N (0.07313, 1.52836, 2.20300)
N (0.35769, -0.46212, -2.27179)
N (-0.08008, -1.02425, -0.00009)
N (-0.15960, -0.56602, 1.30737)
O (-0.19089, -2.33953, -0.28544)



Q: Look up the spin multiplicity of the second one.
A: 1